The following is a DFT calculation (ωB97M-V/def2-TZVPD) of a 2-piece molecular cluster, C11H15N2O overall at a distorted geometry.

CARTESIAN COORDINATES (ANGSTROEM)
O -2.00 3.69 -0.26
N -1.93 2.53 -0.12
N 1.04 1.27 0.90
C 2.82 -0.44 0.39
C 1.90 0.63 -0.13
C 2.11 2.04 0.25
C -1.81 0.01 0.13
C 1.22 0.31 -1.43
C -1.64 1.42 0.15
C -2.42 -2.00 -1.05
C -1.49 -0.76 1.25
C -2.12 -2.75 0.07
C -2.26 -0.62 -1.04
C -1.65 -2.13 1.22
H -2.50 -0.03 -1.91
H -1.16 -0.28 2.16
H 3.40 -0.10 1.25
H 1.97 0.25 -2.22
H 3.52 -0.73 -0.40
H 2.95 2.31 0.88
H 0.72 -0.65 -1.38
H 2.26 -1.33 0.66
H 1.19 1.00 1.87
H 0.50 1.07 -1.72
H 1.78 2.83 -0.40
H 0.03 1.46 0.67
H -2.78 -2.47 -1.95
H -1.43 -2.71 2.10
H -2.25 -3.82 0.05

Properties
HOMO level = -12.46 eV
HOMO-LUMO gap = 9.2677 eV
energy above the lowest of the compared OMol25 structures with the same formula, charge and spin = 59.60 kcal per mole
2S+1 = 1
net charge = +1
maximum force = 1.17 eV/A

Here are the natural (NBO) charges for atoms 1 to 2, given in e: atom 1 (O): -0.31, atom 2 (N): 0.27

The following is a DFT calculation (ωB97M-V/def2-TZVPD) of a single C5H8O2 molecule.

CARTESIAN COORDINATES (ANGSTROEM)
O 1.91 -0.83 0.64
O -0.48 -1.16 1.58
C 1.27 0.41 -1.29
C -1.62 -0.10 -0.33
C -1.17 0.99 0.61
C -0.38 -0.28 0.50
C 0.97 -0.21 -0.14
H 0.50 0.84 -1.93
H 0.37 -1.62 1.65
H -0.72 1.89 0.20
H -2.47 -0.70 -0.03
H 2.72 -0.90 0.12
H -1.51 0.05 -1.40
H -1.73 1.12 1.54
H 2.31 0.53 -1.60

Properties
HOMO level = -8.68 eV
HOMO-LUMO gap = 9.3958 eV
energy above the lowest of the compared OMol25 structures with the same formula, charge and spin = 42.40 kcal per mole
2S+1 = 1
net charge = 0
maximum force = 0.37 eV/A

Here are the natural (NBO) charges for atoms 1 to 2, given in e: atom 1 (O): -0.70, atom 2 (O): -0.70

The following is a DFT calculation (ωB97M-V/def2-TZVPD) of a single C3H8N4O molecule at a distorted geometry.

CARTESIAN COORDINATES (ANGSTROEM)
O 0.84 2.59 -0.08
N -0.11 1.72 0.33
N 1.52 0.27 0.01
N -0.64 -0.58 0.47
N -2.56 0.64 0.10
C 0.27 0.39 0.11
C 2.02 -1.14 0.02
C -1.98 -0.61 -0.14
H 1.36 -1.68 -0.71
H 1.61 2.04 -0.20
H -2.48 -1.56 -0.66
H -1.06 2.00 0.25
H -3.58 0.39 -0.50
H 1.91 -1.68 1.00
H -0.26 -1.57 0.43
H 3.13 -1.23 -0.45

Properties
HOMO level = -8.05 eV
HOMO-LUMO gap = 8.4944 eV
energy above the lowest of the compared OMol25 structures with the same formula, charge and spin = 126.17 kcal per mole
2S+1 = 1
net charge = 0
maximum force = 9.01 eV/A

Here are the natural (NBO) charges for atoms 1 to 2, given in e: atom 1 (O): -0.56, atom 2 (N): -0.30

The following is a DFT calculation (ωB97M-V/def2-TZVPD) of C40H27Cl2MnN4O3S as an isolated structure.

CARTESIAN COORDINATES (ANGSTROEM)
Mn 0.01 1.33 0.50
Cl -4.35 5.71 -2.25
Cl -2.03 5.60 -4.41
S 0.63 -1.89 0.83
O -2.85 3.75 2.17
O 0.96 -0.50 0.33
O 2.13 3.36 -2.57
N 0.54 2.65 -1.03
N -1.31 2.79 0.73
N 2.46 1.68 0.52
N -0.18 1.50 2.79
C -1.93 2.99 1.90
C 0.25 -2.27 -1.87
C -1.32 2.16 3.02
C 1.76 2.77 -1.56
C -1.65 0.13 0.27
C -3.23 -1.41 1.29
C -1.42 1.32 5.25
C 4.12 1.98 -1.16
C 5.08 1.43 -0.33
C 2.25 -2.64 1.01
C -0.69 4.10 -2.62
C -2.23 0.03 -3.43
C -1.58 3.50 -0.45
C 3.69 -4.18 2.12
C 4.52 -2.83 0.31
C -2.89 4.85 -1.94
C -0.54 3.44 -1.42
C -3.33 -0.85 -3.50
C -3.79 -1.68 0.08
C -0.86 -4.20 -2.78
C 0.06 -2.80 -0.60
C -1.87 4.80 -2.88
C 3.28 -2.24 0.17
C -0.24 0.63 5.01
C -1.69 0.37 -2.22
C -3.30 -1.07 -1.09
C -0.59 -4.01 -0.40
C 4.73 -3.80 1.29
C 4.71 1.01 0.94
C 0.35 0.75 3.76
C 3.38 1.15 1.32
C -0.22 -2.99 -2.96
C -1.04 -4.72 -1.50
C 2.82 2.10 -0.69
C -2.75 4.20 -0.72
C -3.84 -1.39 -2.36
C -1.97 2.10 4.25
C -2.15 -0.50 1.38
C -2.21 -0.16 -1.01
C 2.44 -3.59 1.99
H 1.26 0.23 3.52
H 3.11 -1.47 -0.57
H 3.05 0.83 2.30
H -3.53 4.25 0.02
H 4.34 2.34 -2.15
H -3.60 -1.88 2.19
H -1.23 -4.75 -3.63
H -0.84 1.04 -2.18
H 5.42 0.58 1.63
H -4.68 -2.08 -2.40
H -1.73 -0.31 2.36
H 0.74 -1.32 -1.99
H -1.54 -5.66 -1.36
H 5.70 -4.26 1.40
H -1.90 1.25 6.22
H 1.63 -3.87 2.65
H 0.22 0.01 5.76
H 0.10 4.08 -3.36
H -1.82 0.46 -4.33
H -2.88 2.67 4.37
H -3.76 -1.10 -4.46
H -0.10 -2.57 -3.95
H 6.11 1.33 -0.66
H -0.75 -4.39 0.60
H -4.62 -2.38 0.00
H 3.85 -4.93 2.89
H 5.34 -2.53 -0.33

Properties
HOMO level (spin up / spin down) = -7.04 / -7.10 eV
HOMO-LUMO gap (spin up / spin down) = 6.5543 / 6.8775 eV
energy above the lowest of the compared OMol25 structures with the same formula, charge and spin = 8.13 kcal per mole
2S+1 = 5
⟨S²⟩ = 6.1892
net charge = 0
maximum force = 0.45 eV/A

Here are the Mulliken charges for atoms 1 to 2, given in e: atom 1 (Mn): -0.34, atom 2 (Cl): -0.23

The following is a DFT calculation (ωB97M-V/def2-TZVPD) of a 3-piece molecular cluster, C14H28BrF13O10P3S overall at a distorted geometry.

CARTESIAN COORDINATES (ANGSTROEM)
Br -0.92 -3.30 5.35
S 2.72 3.61 -0.24
P -0.98 3.14 5.33
P -2.12 -1.99 -6.44
P 0.12 -3.26 3.21
F 1.34 -0.29 1.19
F 1.43 2.87 0.29
F 1.91 4.97 -0.27
F 3.88 1.56 -1.44
F 3.21 3.98 1.21
F 4.98 2.39 0.16
F 2.91 1.38 1.98
F 1.62 0.37 -0.83
F 4.46 0.25 1.11
F 3.89 -1.18 -1.05
F 2.23 3.32 -1.73
F 3.96 4.38 -0.87
F 3.40 -2.19 0.81
O -1.40 -1.22 -5.23
O -2.94 -3.16 -6.00
O -3.35 -0.91 -6.62
O -2.06 3.68 6.41
O -1.26 -2.41 2.59
O -0.05 3.72 4.14
O -2.14 2.57 4.37
O -0.77 -2.80 -6.87
O -0.21 2.09 6.01
O 0.92 -3.06 1.68
C -4.38 -0.96 -5.63
C 2.85 -1.51 -0.20
C -2.61 3.33 3.25
C -1.07 0.18 -5.34
C 3.32 0.89 0.80
C 3.75 2.02 -0.21
C 0.41 -2.43 -0.68
C -0.90 -4.09 -7.47
C -1.66 3.71 7.79
C 2.27 -0.15 0.25
C 0.01 -3.12 0.62
C 0.71 2.73 3.41
C -1.26 -2.42 1.17
C 1.91 -2.40 -1.01
H 0.78 -2.08 3.64
H -1.32 -1.35 0.92
H -0.08 0.32 -4.93
H -0.06 -3.00 -1.48
H 1.61 2.47 3.96
H -0.63 4.03 7.91
H 2.31 -3.41 -1.00
H -4.89 0.00 -5.67
H -5.08 -1.76 -5.85
H -1.75 -4.14 -8.15
H 0.98 3.19 2.47
H -3.96 -1.11 -4.64
H -1.10 0.52 -6.37
H -1.79 2.73 8.22
H -3.69 3.26 3.22
H 0.01 -4.30 -8.02
H -1.03 -4.83 -6.68
H -0.21 -4.19 0.49
H -0.07 -1.46 -0.71
H 1.13 -4.14 3.73
H -2.20 2.90 2.33
H -1.79 0.76 -4.75
H 0.11 1.84 3.22
H -2.31 4.42 8.30
H -2.32 4.38 3.31
H -2.21 -2.84 0.83
H -0.58 -4.45 2.76
H 2.00 -2.05 -2.04

Properties
HOMO level = -4.46 eV
HOMO-LUMO gap = 4.8721 eV
energy above the lowest of the compared OMol25 structures with the same formula, charge and spin = 0.00 kcal per mole
2S+1 = 1
net charge = -1
maximum force = 7.18 eV/A

Here are the Mulliken charges for atoms 1 to 2, given in e: atom 1 (Br): -0.55, atom 2 (S): 1.44

The following is a DFT calculation (ωB97M-V/def2-TZVPD) of a single C2H5NOS molecule at a distorted geometry.

CARTESIAN COORDINATES (ANGSTROEM)
S 1.29 0.85 -1.28
O -0.43 -0.20 0.52
N -0.22 -1.26 -1.40
C -0.11 0.88 1.37
C 0.16 -0.22 -0.70
H 0.83 0.71 1.87
H -0.81 -1.96 -1.00
H -0.90 0.88 2.13
H -0.11 1.76 0.72
H 0.29 -1.43 -2.23

Properties
HOMO level = -8.59 eV
HOMO-LUMO gap = 9.4174 eV
energy above the lowest of the compared OMol25 structures with the same formula, charge and spin = 12.92 kcal per mole
2S+1 = 1
net charge = 0
maximum force = 2.00 eV/A

Here are the natural (NBO) charges for atoms 1 to 2, given in e: atom 1 (S): -0.27, atom 2 (O): -0.51

The following is a DFT calculation (ωB97M-V/def2-TZVPD) of a 8-piece molecular cluster, C2H18Br2O7 overall at a distorted geometry.

CARTESIAN COORDINATES (ANGSTROEM)
Br 16.12 19.82 -8.42
Br 15.33 16.21 -7.84
O 12.76 18.23 -7.31
O 20.46 18.45 -8.78
O 18.27 21.52 -5.95
O 20.65 20.65 -6.93
O 15.88 17.19 -4.21
O 18.56 17.34 -3.37
O 14.05 19.21 -4.95
C 17.08 18.52 -7.22
C 17.10 17.06 -7.73
H 15.32 17.92 -4.48
H 20.70 21.52 -7.31
H 17.77 16.38 -7.21
H 18.77 21.87 -5.22
H 19.88 18.83 -9.45
H 17.41 16.96 -8.77
H 16.54 18.45 -6.28
H 13.51 17.82 -7.75
H 18.05 18.92 -6.95
H 20.55 19.15 -8.13
H 13.67 19.17 -5.83
H 18.23 22.24 -6.58
H 19.79 20.63 -6.50
H 17.72 17.29 -3.84
H 18.57 16.55 -2.82
H 14.11 20.15 -4.76
H 11.99 17.83 -7.72
H 15.28 16.52 -3.89

Properties
HOMO level = -10.32 eV
HOMO-LUMO gap = 10.3414 eV
energy above the lowest of the compared OMol25 structures with the same formula, charge and spin = 0.00 kcal per mole
2S+1 = 1
net charge = 0
maximum force = 1.61 eV/A

Here are the natural (NBO) charges for atoms 1 to 2, given in e: atom 1 (Br): -0.05, atom 2 (Br): -0.05

The following is a DFT calculation (ωB97M-V/def2-TZVPD) of C43H49FN5O4Ta as an isolated structure.

CARTESIAN COORDINATES (ANGSTROEM)
Ta -0.49 0.35 0.12
F -1.49 -1.15 -0.57
O 0.87 -0.86 -0.58
O -2.65 1.99 -3.15
O -0.61 2.13 1.05
O -3.11 -0.36 3.39
N -1.30 -0.40 1.95
N 2.69 0.32 0.02
N 1.65 1.06 0.61
N -0.95 1.32 -1.73
N -2.64 0.94 0.17
C 1.91 0.70 -4.77
C 2.99 -1.66 -1.34
C 2.14 2.07 1.32
C 1.83 1.93 -4.14
C 0.86 2.20 -3.19
C 4.23 -1.29 -1.86
C 2.21 0.47 4.17
C -0.04 3.02 1.78
C 4.51 -3.51 -2.73
C -3.33 0.66 1.26
C -1.16 -1.05 -3.43
C 0.88 -2.14 4.43
C -3.19 1.48 -0.90
C 1.31 3.02 1.96
C -1.71 -4.10 0.53
C 0.51 -3.45 4.23
C -4.54 1.78 -0.93
C -2.00 -1.03 -4.71
C -5.29 1.52 0.21
C 2.51 -2.96 -1.52
C -0.05 -0.03 -3.56
C 0.71 0.32 3.99
C 4.99 -2.21 -2.56
C 3.62 2.28 1.44
C -0.50 4.33 -2.68
C -4.69 0.94 1.33
C -2.21 -3.16 1.63
C 1.44 3.72 -1.23
C 3.28 -3.88 -2.21
C -0.46 -3.75 3.30
C 0.96 -0.26 -4.50
C 2.19 -0.68 -0.60
C -0.04 1.18 -2.85
C -0.65 -2.46 -3.13
C 0.31 -1.11 3.69
C -1.08 -2.76 2.55
C -0.66 -1.43 2.74
C -0.97 4.02 2.41
C -2.24 1.63 -2.06
C -2.57 -0.08 2.34
C -3.36 -3.78 2.42
C 0.85 3.62 -2.63
C -0.05 0.85 5.20
H -0.44 4.92 2.73
H -1.76 4.27 1.71
H 2.56 -0.07 5.05
H -6.34 1.75 0.22
H 0.40 0.92 3.13
H 1.52 4.17 -3.30
H 2.92 -4.89 -2.35
H -2.39 -0.04 -4.92
H 2.42 3.24 -1.17
H -1.80 -0.77 -2.60
H -1.41 -1.36 -5.56
H -4.96 2.21 -1.83
H 2.47 1.52 4.31
H 5.11 -4.23 -3.28
H -1.13 0.72 5.07
H 2.76 0.09 3.31
H 0.97 -4.24 4.82
H 1.55 -3.23 -1.12
H 5.94 -1.92 -2.97
H -0.77 -4.78 3.17
H -4.20 -3.97 1.75
H 2.54 2.71 -4.40
H 3.82 3.05 2.19
H 1.77 3.80 2.55
H -1.49 -3.12 -2.94
H 0.77 3.23 -0.53
H -2.54 -4.38 -0.12
H -0.08 -2.87 -3.96
H 4.02 2.60 0.48
H 0.16 1.90 5.36
H 2.69 0.51 -5.50
H 0.24 0.30 6.10
H -0.35 5.41 -2.58
H -1.29 -5.02 0.95
H -1.43 3.56 3.29
H -0.95 -3.62 -0.08
H 4.57 -0.27 -1.73
H -3.07 -4.72 2.87
H -0.02 -2.46 -2.24
H -3.69 -3.11 3.21
H 4.13 1.36 1.70
H 1.63 -1.90 5.18
H 0.97 -1.20 -5.03
H 1.54 4.76 -0.93
H -2.84 -1.72 -4.61
H -1.14 4.02 -1.86
H -2.57 -2.27 1.13
H -1.03 4.14 -3.61
H -5.23 0.70 2.23

Properties
HOMO level = -8.41 eV
HOMO-LUMO gap = 7.5523 eV
2S+1 = 1
net charge = 0
maximum force = 0.85 eV/A

Here are the natural (NBO) charges for atoms 1 to 2, given in e: atom 1 (Ta): 2.58, atom 2 (F): -0.63

The following is a DFT calculation (ωB97M-V/def2-TZVPD) of C10H22B2F6O6Zr as an isolated structure at a distorted geometry.

CARTESIAN COORDINATES (ANGSTROEM)
Zr -3.21 12.80 20.42
F -4.11 8.56 18.35
F -5.60 9.24 19.79
F -4.61 7.29 20.05
F -9.00 11.76 19.20
F -7.68 13.32 18.44
F -7.32 11.21 17.94
O -5.67 12.24 20.17
O -1.29 12.71 21.42
O -7.44 11.18 21.11
O -3.92 12.72 22.55
O -3.32 10.55 20.62
O -2.47 8.50 21.06
C -1.45 9.03 21.85
C -7.70 12.07 18.84
C -2.85 13.15 23.41
C -6.88 11.03 22.45
C -4.47 8.58 19.64
C -1.40 12.77 22.87
C -3.34 9.30 20.43
C -7.47 12.16 23.31
C -6.87 11.91 20.10
C -0.83 8.05 22.81
B -3.16 12.28 18.27
B -3.88 15.07 20.34
H -7.28 10.13 22.92
H -0.65 9.36 21.19
H 0.16 7.71 22.51
H -7.29 12.18 24.38
H -3.18 12.02 17.22
H -4.51 14.30 19.91
H -3.94 15.99 19.78
H -8.56 12.15 23.26
H -0.65 13.37 23.39
H -1.35 11.74 23.23
H -2.75 14.23 23.37
H -1.82 9.89 22.42
H -2.31 11.93 18.84
H -1.48 7.18 22.92
H -4.23 15.32 21.33
H -5.81 10.84 22.52
H -3.25 13.34 18.44
H -4.01 11.83 18.76
H -2.90 12.93 24.48
H -0.81 8.43 23.83
H -7.08 13.10 22.92
H -2.86 14.76 20.47

Properties
HOMO level = -8.59 eV
HOMO-LUMO gap = 7.7581 eV
energy above the lowest of the compared OMol25 structures with the same formula, charge and spin = 61.60 kcal per mole
2S+1 = 1
net charge = 0
maximum force = 5.43 eV/A

Here are the natural (NBO) charges for atoms 1 to 2, given in e: atom 1 (Zr): 2.10, atom 2 (F): -0.29

The following is a DFT calculation (ωB97M-V/def2-TZVPD) of a single C4H5N3 molecule at a distorted geometry.

CARTESIAN COORDINATES (ANGSTROEM)
N -1.59 0.12 -0.61
N 0.05 0.86 0.74
N 2.96 -0.99 0.53
C 1.91 -0.62 0.19
C -1.19 1.06 0.17
C 0.59 -0.11 -0.20
C -0.63 -0.99 -0.36
H -0.95 -1.51 0.55
H 0.41 0.36 -1.22
H -1.74 1.98 0.37
H 0.60 1.57 1.19
H -0.54 -1.69 -1.19

Properties
HOMO level = -9.60 eV
HOMO-LUMO gap = 10.3582 eV
energy above the lowest of the compared OMol25 structures with the same formula, charge and spin = 48.06 kcal per mole
2S+1 = 1
net charge = 0
maximum force = 2.07 eV/A

Here are the natural (NBO) charges for atoms 1 to 2, given in e: atom 1 (N): -0.47, atom 2 (N): -0.61

The following is a DFT calculation (ωB97M-V/def2-TZVPD) of a single C3H8N2OS molecule at a distorted geometry.

CARTESIAN COORDINATES (ANGSTROEM)
S -1.90 -0.84 -1.87
O -0.56 1.31 1.89
N 1.44 0.36 1.78
N 0.97 -0.68 -0.60
C -0.21 -0.30 0.08
C 0.23 0.70 1.25
C -1.31 0.42 -0.72
H -0.76 1.19 -1.37
H -2.19 0.90 -0.20
H 2.19 -0.30 1.69
H 1.22 -0.06 -1.46
H 1.53 0.95 2.59
H -0.63 -1.14 0.60
H 0.68 -1.48 -1.15
H -0.70 -1.03 -2.51

Properties
HOMO level = -9.10 eV
HOMO-LUMO gap = 9.7643 eV
energy above the lowest of the compared OMol25 structures with the same formula, charge and spin = 33.67 kcal per mole
2S+1 = 1
net charge = 0
maximum force = 5.30 eV/A

Here are the natural (NBO) charges for atoms 1 to 2, given in e: atom 1 (S): -0.04, atom 2 (O): -0.60

The following is a DFT calculation (ωB97M-V/def2-TZVPD) of a single C5H10N2S molecule at a distorted geometry.

CARTESIAN COORDINATES (ANGSTROEM)
S 1.67 -0.80 1.86
N 0.05 0.09 -1.73
N -1.65 0.58 1.11
C 1.28 -0.13 0.14
C -0.15 0.15 -0.38
C 1.80 -1.53 0.19
C -1.44 -0.61 0.28
C -0.60 1.35 0.57
H -2.22 -0.93 -0.30
H 0.26 1.72 1.20
H 2.88 -1.30 -0.22
H 0.74 0.81 -2.04
H -0.83 0.27 -2.43
H -2.58 1.14 1.22
H 1.95 0.66 -0.11
H -1.19 -1.48 0.93
H -1.07 2.32 -0.05
H 1.08 -2.30 -0.24

Properties
HOMO level = -8.40 eV
HOMO-LUMO gap = 9.2624 eV
energy above the lowest of the compared OMol25 structures with the same formula, charge and spin = 95.92 kcal per mole
2S+1 = 1
net charge = 0
maximum force = 6.36 eV/A

Here are the natural (NBO) charges for atoms 1 to 2, given in e: atom 1 (S): 0.08, atom 2 (N): -0.83

Question: What is the net charge in the eleventh record?
Answer: 0

Question: Which value of 2S+1 does entry 6 give?
Answer: 1

Question: 2S+1 of number 11 (C3H8N2OS)?
Answer: 1